# 1
# C19H18BrIN2O2Ti

A molecular structure, C19H18BrIN2O2Ti at a distorted geometry (the ωB97M-V functional and the def2-TZVPD basis, OMol25).

The lowest unoccupied orbital energy (spin up / spin down) is -0.24 / -0.58 eV. The HOMO energy (spin up / spin down) comes out at -0.21559 / -0.30689 Ha. The spin multiplicity is 3. For the largest force on an atom, the calculation gives 0.070 hartree/bohr. For the frontier orbital gap (spin up / spin down), the calculation gives 5.625 / 7.774 eV.

```
44
Properties=species:S:1:pos:R:3:forces:R:3
C -0.20559 -2.56109 -0.47505 -0.53 0.87 -1.97
C -0.28498 -2.42510 1.04670 3.00 0.41 1.94
H -1.17578 -2.82600 -0.89457 0.17 -0.36 -0.01
H 0.54639 -3.35092 -0.56204 -0.47 -0.27 -0.21
H 0.23130 -1.85866 -1.24293 -0.39 0.51 1.24
H -0.57369 -1.94369 2.04333 -1.12 1.22 -2.29
H -0.70975 -3.38661 1.22516 0.35 -1.06 0.83
H 0.81319 -2.30595 1.24077 -0.50 -1.29 0.44
C -1.40098 1.11416 -2.52285 -0.79 0.78 -1.75
C -2.23422 1.84534 -3.36750 1.07 -1.26 0.34
C -2.92352 2.93725 -2.84542 -1.39 1.46 -0.11
C -2.80776 3.26743 -1.50114 -0.37 0.22 -0.54
H -0.82449 0.24513 -2.86490 -0.30 0.36 0.13
H -2.35872 1.52849 -4.39524 0.03 0.11 0.06
H -3.62133 3.52307 -3.51222 0.88 -0.74 0.90
H -3.41746 4.03502 -1.01527 0.26 -0.15 -0.56
N -1.26129 1.47066 -1.24644 0.25 0.67 0.63
C -1.95311 2.52208 -0.70508 -0.26 0.15 0.25
C -1.87228 2.64348 0.72329 -0.73 0.43 0.90
N -1.15609 1.69997 1.38140 0.85 -0.66 -1.70
C -1.08386 1.52273 2.68751 -0.66 1.52 1.80
C -2.50624 3.44249 2.89147 -1.19 1.38 0.41
C -1.74713 2.45169 3.49927 1.16 -1.66 -0.61
H -0.47964 0.67405 3.08461 -0.58 0.79 -0.41
H -1.66696 2.34007 4.55410 -0.11 0.13 0.65
C -2.61386 3.52624 1.52137 0.55 -0.35 -0.06
H -3.25476 4.20053 1.00729 -0.43 0.71 0.14
H -3.07187 4.16163 3.54346 0.60 -0.80 -0.81
Ti -0.59151 0.28957 0.12418 0.65 -3.40 0.34
I -3.17543 -0.88489 0.28363 0.11 0.25 -0.07
Br 2.74329 -0.80175 -2.90903 0.01 0.14 -0.73
C 3.35043 -1.75984 -1.43937 0.49 -1.00 2.04
C 3.80980 -3.08539 -1.51694 -0.37 0.52 -0.20
C 4.02361 -3.82891 -0.35307 0.54 -0.32 -0.09
C 3.85964 -3.25317 0.90210 -0.16 -0.04 0.65
C 3.44069 -1.92294 0.99178 0.23 0.20 1.06
C 3.22645 -1.17875 -0.15777 -1.15 -0.13 -0.66
C 2.62380 0.20435 -0.05823 1.07 1.00 -0.35
O 3.36859 1.16697 -0.18168 -1.34 -0.82 0.38
O 1.31222 0.23059 0.10900 0.76 0.08 0.15
H 3.95639 -3.52455 -2.49859 -0.06 -0.08 0.15
H 4.37400 -4.87428 -0.42766 -0.29 0.71 -0.04
H 4.02386 -3.83846 1.83464 -0.11 0.47 -0.92
H 3.26864 -1.43203 1.99793 0.26 -0.69 -1.32
```
Forces are in eV/Å.

---

# 2
# C19H18BrN6O7Tl

A molecular structure, C19H18BrN6O7Tl at a distorted geometry (the ωB97M-V functional and the def2-TZVPD basis, OMol25).

The lowest unoccupied orbital energy is 3.94 eV. Its net charge is -2. The HOMO energy comes out at -0.10443 Ha. For the largest force on an atom, the calculation gives 0.026 hartree/bohr. For the frontier orbital gap, the calculation gives 6.778 eV.

```
52
Properties=species:S:1:pos:R:3:forces:R:3
Tl -1.44294 -0.18774 -1.11462 -0.66 0.02 0.04
O -4.56674 1.48646 1.85968 -0.61 0.08 0.19
C -3.46684 1.10526 1.46217 0.38 -0.20 1.07
O -2.95634 1.30406 0.33618 0.52 -0.08 -1.02
C -2.53764 0.43426 2.54548 -0.38 0.55 -0.42
C -1.08994 0.91886 2.37338 -0.23 0.69 0.65
C -0.32224 0.67336 3.69278 0.05 0.15 -0.08
C -0.05914 -0.84094 3.59908 0.10 -0.12 -0.11
C -0.80074 -1.17154 2.28928 0.20 -0.76 0.62
O -0.50764 -0.03124 1.50027 0.11 0.12 -0.30
C -2.31994 -1.09944 2.51978 -0.14 -0.62 -0.47
C -3.04904 -1.97364 1.42848 0.22 0.24 1.14
O -4.04654 -2.59024 1.79358 -0.50 -0.11 0.13
O -2.46614 -2.06104 0.31847 0.51 0.10 -0.98
H -2.95004 0.74816 3.51088 0.10 -0.08 -0.16
H -0.98904 1.92576 1.96518 -0.07 -0.15 -0.02
H 0.60726 1.24686 3.72418 0.00 0.01 0.00
H -0.92574 0.94036 4.55848 -0.01 0.09 0.04
H 1.00846 -1.05484 3.49628 -0.03 -0.01 -0.01
H -0.43984 -1.40284 4.45138 -0.04 -0.03 0.00
H -0.46154 -2.07774 1.78798 -0.05 0.12 -0.02
H -2.60534 -1.53224 3.48578 0.10 0.04 -0.18
C 3.83066 -0.70554 0.01077 -0.10 0.23 -0.01
O 3.20406 -1.94814 -0.24022 -0.32 -0.33 -0.14
C 1.85096 -1.84764 -0.48692 0.57 0.05 0.16
O 1.27356 -0.79034 -0.45302 -0.04 0.08 -0.15
N 1.32916 -3.06734 -0.68572 0.02 -0.64 -0.29
N 0.03976 -3.31614 -1.19002 -0.36 0.33 -0.09
H 4.89716 -0.90544 0.08377 -0.01 -0.03 0.00
H 3.46256 -0.27414 0.94498 0.05 0.04 -0.03
H 3.62966 -0.00584 -0.80312 0.06 0.01 0.08
H 1.98556 -3.81914 -0.84932 -0.15 0.24 0.15
H -0.67124 -2.93404 -0.56192 0.12 -0.25 0.21
H -0.07064 -2.82974 -2.09102 0.24 -0.18 0.35
Br -1.71674 3.39866 -2.31702 -0.17 0.07 -0.12
C -0.31864 3.38486 -1.05112 0.14 0.11 0.04
C 0.23166 4.58986 -0.63392 0.05 -0.04 0.02
C 1.29136 4.52376 0.25358 -0.06 -0.14 0.00
C 1.72976 3.28136 0.69758 -0.02 0.14 -0.02
C 1.08756 2.14716 0.22477 0.42 0.18 0.24
N 0.09496 2.21246 -0.64502 -0.38 0.01 -0.32
H -0.15454 5.52566 -1.00453 -0.02 0.07 -0.02
H 1.76706 5.43486 0.59038 0.03 0.04 0.06
H 2.55126 3.19946 1.39468 0.03 -0.04 0.04
H 1.34926 1.14466 0.52317 0.14 -0.06 0.12
N 0.22646 -1.77804 -3.65382 0.15 0.09 -0.55
C 0.36036 -1.67484 -4.80122 -0.08 -0.14 1.31
C 0.52486 -1.57124 -6.16952 -0.08 0.05 -0.03
C 1.73086 -1.15704 -6.71112 1.10 0.33 -0.46
N 2.73666 -0.82584 -7.18282 -0.08 0.00 0.06
C -0.51074 -1.92614 -7.02142 -0.85 -0.31 -0.77
N -1.35514 -2.22624 -7.75482 0.02 0.02 0.03
```
Forces are in eV/Å.

---

# 3
# C19H18F2N6O3

A single C19H18F2N6O3 molecule at a distorted geometry (the ωB97M-V functional and the def2-TZVPD basis, OMol25).

The lowest unoccupied orbital energy is 0.14 eV. The HOMO energy comes out at -0.31174 Ha. For the largest force on an atom, the calculation gives 0.145 hartree/bohr. The SMILES is CN(C)C(=O)CCn1nc(Nc2ccc3c(c2)OC(F)(F)O3)nc1-c1ccncc1. For the frontier orbital gap, the calculation gives 8.622 eV.

```
48
Properties=species:S:1:pos:R:3:forces:R:3
C 2.69988 0.57326 -0.62930 -0.41 1.49 0.08
N 2.31104 1.23470 0.68449 0.43 -0.69 -2.55
C 2.99381 0.75696 1.82402 -1.10 -0.70 3.05
C 1.30514 2.12062 0.84974 -1.44 2.30 -1.32
O 0.92224 2.59512 1.90472 0.59 -0.92 1.24
C 0.55445 2.84018 -0.35468 1.51 -3.27 -0.29
C -0.95391 2.57213 -0.39252 -2.21 1.39 0.13
N -1.52890 1.19754 -0.28621 -0.99 0.62 1.27
N -0.95276 0.32893 -1.11629 -0.26 -1.81 -0.17
C -1.70944 -0.75744 -1.01372 -0.35 2.27 1.29
N -1.36642 -2.00916 -1.41580 -0.71 -1.88 0.71
C 0.01741 -2.36713 -1.36187 1.64 -0.55 1.26
C 0.70529 -2.73039 -0.13831 -2.93 0.80 -0.20
C 2.02850 -3.01555 -0.13054 3.55 -2.40 1.76
C 2.81839 -3.04429 -1.31734 -6.86 0.79 2.86
C 2.14355 -2.75175 -2.46729 -3.95 1.77 2.92
C 0.79205 -2.37978 -2.50100 -0.06 0.30 -0.89
O 2.94422 -2.70124 -3.48375 4.55 -1.08 -2.07
C 4.10938 -3.31486 -2.93578 1.15 -1.54 -0.29
F 5.24333 -2.60009 -3.16537 -1.63 -1.08 -0.24
F 4.19438 -4.59467 -3.39317 0.67 1.24 -0.95
O 3.97029 -3.55564 -1.54229 3.69 0.62 -1.51
N -2.83488 -0.60091 -0.20557 1.40 -0.41 -1.13
C -2.71733 0.61950 0.23278 1.17 1.39 0.63
C -3.60931 1.12745 1.31506 -2.33 1.45 1.76
C -4.93184 0.57668 1.61675 1.38 -2.60 -3.28
C -5.76712 1.02107 2.59179 1.97 2.18 0.74
N -5.35657 2.07118 3.27599 -1.04 1.33 1.96
C -4.21193 2.68560 3.07936 -1.74 -0.60 1.33
C -3.33579 2.23909 2.16581 1.73 -0.63 -2.46
H 3.69136 0.12656 -0.52512 -0.49 -0.45 0.39
H 2.92433 1.36671 -1.34547 -0.38 0.07 -0.14
H 1.92724 -0.08660 -1.08327 0.52 0.28 0.71
H 2.23905 0.20015 2.46301 0.95 0.60 -0.29
H 3.44785 1.53263 2.45568 -0.46 0.17 -0.24
H 3.79297 0.06837 1.65535 0.31 -0.45 -0.86
H 0.69065 3.87366 -0.29294 -0.05 1.74 1.16
H 1.14520 2.71550 -1.27141 -0.87 -0.97 -0.39
H -1.50479 3.28166 0.34728 1.09 -1.55 -1.20
H -1.30525 2.85039 -1.39698 0.18 0.44 0.26
H -1.96513 -2.55827 -0.75218 0.96 -0.14 -1.22
H 0.08712 -2.80259 0.80169 0.90 0.13 -1.04
H 2.54010 -3.49297 0.83024 -1.22 1.38 -1.98
H 0.34771 -2.07215 -3.45053 0.14 -0.20 0.22
H -5.31133 -0.27355 0.99273 0.72 0.73 0.48
H -6.69982 0.75847 3.01179 -1.04 -1.44 -0.76
H -4.03493 3.48958 3.78738 0.37 0.19 -0.43
H -2.48947 2.88533 2.08304 0.97 -0.29 -0.32
```
Forces are in eV/Å.

---

# 4
# C19H18F3

A gas-phase ion, C19H18F3 (charge +1) at a distorted geometry (the ωB97M-V functional and the def2-TZVPD basis, OMol25).

The lowest unoccupied orbital energy is -5.74 eV. Its net charge is +1. The HOMO energy comes out at -0.45648 Ha. For the largest force on an atom, the calculation gives 0.074 hartree/bohr. For the frontier orbital gap, the calculation gives 6.677 eV.

```
40
Properties=species:S:1:pos:R:3:forces:R:3
C -2.26437 -0.08706 2.25483 0.50 -0.19 -0.50
C -0.78732 0.03938 2.08318 -1.70 -1.41 0.78
C -0.06876 1.23220 1.89726 2.46 1.70 2.38
C 1.43327 0.78324 2.08382 0.52 0.20 -0.43
C 1.49468 -0.76479 2.30156 0.04 0.05 -0.13
C 0.02807 -1.23966 2.18069 0.80 0.70 0.04
H -2.58629 -1.12478 2.16019 0.07 0.09 0.07
H -2.62570 0.29647 3.21620 0.26 0.13 -0.11
H -2.72888 0.49336 1.46641 -0.43 0.34 -0.13
H -0.35784 2.10943 2.62548 0.08 -1.98 -0.09
H 1.96543 1.06954 1.17905 0.18 -0.08 -0.02
H 1.96669 1.25268 2.91868 -0.49 0.31 -0.22
H 2.17084 -1.27048 1.59213 -0.47 0.37 0.03
H 1.91838 -1.03849 3.28132 -0.39 0.38 -0.23
H -0.23800 -1.94606 2.99173 -0.42 0.73 -0.19
H -0.13119 -1.86227 1.28125 -0.23 0.46 -0.05
F 0.01336 6.85368 3.12271 -0.82 -1.04 -0.56
C -0.82801 5.88303 2.63226 0.88 1.08 -0.36
C -2.14721 5.91654 3.03133 -0.20 -0.08 -0.41
C -2.96519 4.96829 2.43035 -0.92 0.65 -0.31
F -4.30624 5.05020 2.68192 1.12 -0.25 -0.24
C -2.50874 4.01045 1.53370 0.41 -0.92 0.59
C -1.12073 3.89111 1.30399 0.65 -0.41 1.20
C -0.50135 2.50099 0.86772 -1.64 0.31 -3.39
C 0.49690 2.60009 -0.31971 0.00 -0.48 0.58
C 0.35723 1.74711 -1.43882 0.12 -0.41 1.29
C 1.47674 1.40743 -2.19050 -0.29 0.36 0.01
C 2.71540 1.98587 -1.93483 -0.09 0.31 -0.11
C 2.78740 2.93942 -0.93726 0.31 1.34 -0.26
F 3.96694 3.61726 -0.75184 -1.07 -0.72 -0.09
C 1.68373 3.33491 -0.17900 0.54 -0.83 0.34
C -0.30944 4.97453 1.70854 -0.02 -0.64 0.90
H -2.54215 6.72859 3.63941 0.11 -0.39 0.03
H -3.21490 3.29374 1.11525 0.14 0.08 0.23
H -1.35873 1.88781 0.55622 -0.16 0.93 -0.74
H -0.59715 1.23859 -1.59893 0.32 0.10 -0.01
H 1.37390 0.68404 -2.98154 0.02 -0.02 -0.22
H 3.57108 1.80714 -2.57551 0.01 -0.18 0.24
H 1.82797 4.09052 0.59286 0.17 -0.56 -0.32
H 0.73791 5.06475 1.44146 -0.37 -0.02 0.38
```
Forces are in eV/Å.

---

Sequential energy output: -4716.00210, -4336.65489, -1488.71395, -1034.02585 a.u.